# 1
ORCA calculation (wB97M-V/def2-TZVPD) on a single C21H29N3O2 molecule.

Positions of all 55 atoms, in Å:
O (-2.3258, 2.7272, -0.5270)
C (-1.1539, 2.9263, -0.2796)
N (-0.1514, 2.5290, -1.0883)
C (-0.3792, 1.7378, -2.2752)
C (0.2444, 0.3451, -2.1206)
N (-0.0016, -0.4679, -3.2975)
C (1.0266, -1.4632, -3.5368)
C (1.1524, -2.4829, -2.3982)
C (-0.1965, -2.9414, -1.9100)
C (-0.2822, -4.0148, -1.0306)
C (-1.5039, -4.4410, -0.5468)
C (-2.6628, -3.7897, -0.9371)
C (-2.5868, -2.7175, -1.8051)
C (-1.3617, -2.2852, -2.2978)
C (-1.2999, -1.1187, -3.2558)
C (-0.7312, 3.6169, 1.0203)
C (0.6360, 4.2931, 0.9801)
C (1.5968, 3.1604, 1.3269)
O (2.7808, 3.1065, 1.0717)
N (0.8821, 2.2040, 1.9584)
C (1.4683, 0.9725, 2.4306)
C (1.3007, 0.7661, 3.9492)
C (1.0310, -0.7275, 4.1128)
C (0.1735, -1.0587, 2.8950)
C (0.8507, -0.2806, 1.7671)
C (-0.5196, 2.5336, 2.0940)
H (0.8091, 2.6587, -0.8128)
H (0.0530, 2.2349, -3.1483)
H (-1.4604, 1.6721, -2.4054)
H (1.3245, 0.4661, -1.9968)
H (-0.1544, -0.1217, -1.2058)
H (0.7635, -1.9783, -4.4645)
H (1.9796, -0.9511, -3.6937)
H (1.6920, -2.0329, -1.5580)
H (1.7371, -3.3426, -2.7331)
H (0.6251, -4.5194, -0.7283)
H (-1.5540, -5.2787, 0.1332)
H (-3.6218, -4.1154, -0.5620)
H (-3.4868, -2.2017, -2.1087)
H (-1.5245, -1.4736, -4.2691)
H (-2.0604, -0.3810, -2.9934)
H (-1.5410, 4.2936, 1.2974)
H (0.8800, 4.7645, 0.0296)
H (0.7141, 5.0528, 1.7615)
H (2.5280, 1.0562, 2.1705)
H (0.4394, 1.3329, 4.3036)
H (2.1772, 1.0990, 4.5019)
H (1.9678, -1.2845, 4.0694)
H (0.5345, -0.9584, 5.0538)
H (-0.8441, -0.6966, 3.0507)
H (0.1265, -2.1265, 2.6879)
H (1.6407, -0.8843, 1.3207)
H (0.1527, -0.0092, 0.9763)
H (-1.1515, 1.6584, 1.9314)
H (-0.7329, 2.9376, 3.0922)

The value obtained for the HOMO energy is -8.6337 eV. Its SMILES is O=C(NCCN1CCc2ccccc2C1)[C@@H]1CC(=O)N(C2CCCC2)C1. The value obtained for the maximum force is 0.57 eV/A. The calculation puts the frontier orbital gap at 9.37 eV. The value obtained for the energy above the lowest of the compared OMol25 structures with the same formula, charge and spin is 20.6 kcal/mol. As for the molar mass: 355.48 g mol⁻¹.



# 2
ORCA calculation (wB97M-V/def2-TZVPD) on a single C21H29N3O5 molecule at a distorted geometry.

Positions of all 58 atoms, in Å:
C (3.2981, -0.6059, 4.8353)
O (3.1222, -0.4782, 3.4412)
C (2.0098, 0.0860, 2.9027)
C (2.1266, 0.3553, 1.5403)
C (1.0791, 0.9242, 0.8389)
C (1.1951, 1.1965, -0.5771)
N (2.2899, 1.0493, -1.2788)
O (1.9490, 1.3975, -2.5508)
C (0.6506, 1.7280, -2.5293)
C (-0.0498, 2.1342, -3.7682)
C (0.3414, 1.2723, -4.9745)
C (0.2273, -0.2273, -4.6809)
C (-1.1335, -0.5484, -4.0749)
O (-2.1764, -0.2072, -4.5956)
N (-1.0785, -1.2263, -2.9118)
C (-2.2549, -1.5590, -2.1347)
C (-2.5168, -3.0692, -2.1377)
C (-1.4693, -3.8299, -1.3293)
C (-1.4150, -3.3013, 0.1005)
C (-1.0902, -1.8112, 0.1069)
C (-2.1184, -1.0257, -0.7051)
N (0.1399, 1.6231, -1.3426)
C (-0.1147, 1.2248, 1.4894)
C (-0.2614, 0.9375, 2.8346)
O (-1.4265, 1.1451, 3.5196)
C (-2.5300, 1.6692, 2.8206)
C (0.8068, 0.3768, 3.5681)
O (0.6910, 0.0508, 4.8981)
C (0.0780, 0.9761, 5.7750)
H (4.3058, -1.0049, 4.9536)
H (2.5756, -1.2952, 5.2753)
H (3.2327, 0.3612, 5.3402)
H (3.0537, 0.1219, 1.0448)
H (-1.1211, 2.0602, -3.5784)
H (0.1876, 3.1806, -3.9783)
H (1.3654, 1.4987, -5.2761)
H (-0.3302, 1.5251, -5.7952)
H (0.3206, -0.7788, -5.6186)
H (1.0317, -0.5476, -4.0173)
H (-0.1884, -1.4781, -2.5146)
H (-3.0834, -1.0511, -2.6415)
H (-3.5034, -3.2474, -1.7058)
H (-2.5317, -3.4260, -3.1692)
H (-0.4878, -3.7235, -1.7968)
H (-1.7160, -4.8936, -1.3244)
H (-0.6619, -3.8460, 0.6732)
H (-2.3830, -3.4623, 0.5808)
H (-0.0885, -1.6523, -0.3001)
H (-1.0738, -1.4377, 1.1326)
H (-1.8300, 0.0264, -0.7482)
H (-3.0929, -1.0979, -0.2179)
H (-0.9112, 1.6639, 0.9147)
H (-2.8307, 1.0147, 1.9971)
H (-2.3232, 2.6714, 2.4332)
H (-3.3358, 1.7249, 3.5512)
H (0.3420, 2.0049, 5.5181)
H (-1.0083, 0.8728, 5.7737)
H (0.4656, 0.7388, 6.7666)

The value obtained for the HOMO energy is -8.3145 eV. Its SMILES is COc1cc(-c2noc(CCCC(=O)NC3CCCCC3)n2)cc(OC)c1OC. The value obtained for the maximum force is 1.26 eV/A. The calculation puts the frontier orbital gap at 8.97 eV. The value obtained for the energy above the lowest of the compared OMol25 structures with the same formula, charge and spin is 78.8 kcal/mol. As for the molar mass: 403.48 g mol⁻¹.



- Which of these has the lowest HOMO energy?
  C21H29N3O2